(1)
Computed, not measured: a molecular structure, C23H34AlN4O3S in a non-equilibrium geometry, with ωB97M-V with the def2-TZVPD basis set.

```
66
Properties=species:S:1:pos:R:3:forces:R:3
S 2.662181 -0.602170 0.998532 -0.187 -0.441 0.112
Al 0.415566 -0.121408 0.474469 0.450 -1.009 -0.082
O -1.275876 -2.433028 0.962925 -0.175 -0.409 -0.101
O 1.694546 0.396021 -2.122698 -0.146 -0.021 -0.166
O -0.184771 1.409675 -0.154843 -0.854 1.671 -0.418
N 0.959533 -0.441997 -1.500332 -0.150 -0.376 0.291
N 3.946638 1.056725 -0.683249 0.127 0.103 0.304
N 2.975226 2.062537 0.999580 -0.163 -0.027 -0.122
N -0.454577 -1.817523 0.049502 0.227 0.208 0.084
C 0.643104 -1.624820 -1.967932 0.553 0.714 -0.614
C -3.014166 2.230301 -0.513038 0.021 0.014 0.000
C -3.398355 3.767722 -2.800375 -0.004 0.014 0.001
C -0.826184 0.169902 3.355333 0.258 -0.191 -0.340
C -0.967365 3.965966 -3.256117 0.024 0.030 -0.079
C -5.891161 3.672206 -2.490177 -0.114 0.046 -0.063
C -0.736465 -0.056386 5.805128 -0.012 0.033 -0.096
C -2.104711 3.476311 -2.418637 0.021 -0.186 0.268
C -1.887904 2.667318 -1.265774 -0.643 0.079 -0.032
C -1.997333 1.809535 4.690011 0.041 -0.102 -0.007
C -0.786781 -3.691014 -1.500400 -0.182 -0.002 0.235
C 3.185174 0.891517 0.391887 0.543 0.168 -0.112
C -1.579353 0.335936 4.589679 -0.227 0.079 0.269
C 1.120482 -2.129251 -3.288667 0.011 0.136 0.149
C -0.272238 0.049829 2.282271 -0.039 -0.028 -0.162
C -2.831198 -0.547990 4.495413 0.030 0.055 -0.009
C -4.504996 3.332032 -2.075579 0.396 -0.117 0.146
C 3.737816 3.126570 0.368161 0.229 0.365 -0.057
C -0.221283 -2.377945 -1.096779 -0.462 -0.039 0.833
C -2.868384 1.465730 0.757404 0.003 -0.099 0.030
C -0.552857 2.337765 -0.913402 0.422 -0.453 -0.011
C 4.155764 2.468173 -0.959377 0.104 0.297 -0.235
C -4.284129 2.575349 -0.928426 0.137 0.037 -0.048
H -1.029902 -3.702949 -2.560240 0.028 0.029 -0.010
H -0.051702 -4.474264 -1.313566 0.073 -0.049 -0.009
H 5.200531 2.654983 -1.207909 -0.114 0.087 0.003
H -5.908575 4.154909 -3.461571 -0.058 0.025 -0.096
H -1.345466 4.544916 -4.090805 0.009 0.075 -0.102
H -3.817202 1.445457 1.287354 -0.024 -0.031 0.064
H -1.123304 2.457124 4.685992 0.057 0.072 0.010
H 0.304563 -2.166484 -4.007528 -0.044 -0.055 -0.159
H 3.959832 0.379779 -1.431952 -0.208 -0.108 0.201
H -1.670545 -3.914515 -0.907827 0.001 -0.044 -0.044
H -5.131013 2.258877 -0.336660 -0.073 -0.054 0.064
H -2.634383 2.078674 3.850137 -0.067 0.073 -0.050
H 0.151879 0.565976 5.870580 0.108 0.067 0.031
H 4.610653 3.383541 0.978712 -0.132 -0.012 -0.067
H 1.878756 -1.445537 -3.665176 -0.029 -0.032 -0.003
H 2.586498 2.131162 1.927223 0.059 -0.202 -0.044
H -2.547396 1.974837 5.612400 -0.089 0.037 0.117
H -3.507599 -0.322371 5.316459 -0.067 -0.026 0.116
H -3.352080 -0.363921 3.556798 -0.088 0.021 -0.026
H -2.565913 0.437275 0.560018 -0.001 -0.083 0.064
H 3.126453 4.019061 0.228883 0.114 -0.054 -0.022
H -0.422083 -1.094469 5.741500 0.032 -0.114 -0.005
H 3.524429 2.783518 -1.796989 0.030 -0.053 0.098
H -0.394449 3.131280 -3.652133 0.148 -0.023 -0.079
H -3.562908 4.354229 -3.690734 0.023 0.097 -0.137
H -2.568588 -1.603243 4.539031 0.023 -0.077 0.010
H 0.236091 2.935784 -1.373033 0.116 -0.088 0.054
H -6.504322 2.773902 -2.521513 -0.084 -0.038 -0.045
H -1.317121 0.075711 6.714658 -0.075 0.005 0.112
H -6.344095 4.345816 -1.764312 -0.048 0.063 0.059
H -0.301312 4.605486 -2.680224 0.119 0.071 -0.004
H -2.106096 1.899860 1.398836 0.015 -0.054 0.088
H -1.185258 -1.874443 1.762708 -0.009 0.021 -0.106
H 1.548621 -3.125340 -3.196165 0.013 -0.092 -0.051
```
Positions in Å, forces in eV/Å.

total charge = +1
energy = -1981.9893 Eh
orbital gap = 6.90 eV
HOMO energy = -10.63 eV


(2)
Computed, not measured: 2 unconnected molecules or ions with the total composition H2 in a non-equilibrium geometry, with ωB97M-V with the def2-TZVPD basis set.

```
2
Properties=species:S:1:pos:R:3:forces:R:3
H 0.000000 0.000000 0.954086 0.000 0.000 -3.277
H 0.000000 0.000000 -0.954086 0.000 0.000 3.277
```
Positions in Å, forces in eV/Å.

energy = -0.9872 Eh
orbital gap = 8.60 eV
relative energy (zero: lowest compared OMol25 entry of this formula, charge and spin) = 109.0 kcal per mole
HOMO energy = -10.58 eV


(3)
Computed, not measured: 3 unconnected molecules or ions with the total composition C4H15N2O2 in a non-equilibrium geometry, with ωB97M-V with the def2-TZVPD basis set.

```
23
Properties=species:S:1:pos:R:3:forces:R:3
O -1.502840 -3.151497 2.267248 -0.082 0.260 -0.043
O 1.767016 -1.263731 0.471056 0.193 0.123 -0.061
N -0.359755 1.753755 0.150856 2.401 0.255 0.692
N 2.295142 1.427737 0.300567 0.039 0.898 0.640
C -0.645880 0.402575 0.246515 -0.194 -1.031 0.989
C -1.444578 0.037355 -2.158119 0.183 -0.553 0.161
C 1.368386 2.334204 0.218959 -3.100 -1.077 -0.825
C -0.527485 -0.425799 -1.016646 0.346 -0.482 -1.381
H 1.124174 2.847105 1.177117 -0.595 -0.147 0.020
H -2.491032 0.007622 -1.855342 -0.024 0.518 -0.044
H 3.196668 1.877796 0.091122 -0.022 -0.473 -0.820
H 0.481757 -0.483626 -1.424714 0.140 0.260 0.291
H -1.364257 -0.691782 -2.965763 0.090 -0.028 0.021
H 1.143770 2.900088 -0.701072 0.983 0.997 0.174
H -1.584843 0.184717 0.768618 -0.148 0.414 -0.183
H -2.280489 -3.188478 2.833503 0.036 -0.062 -0.010
H 0.089486 -0.060506 0.991020 0.078 0.137 -0.457
H -1.098208 0.981489 -2.573754 -0.428 0.232 0.138
H -1.110535 -4.025343 2.324364 0.041 -0.119 0.016
H 2.180185 -0.402165 0.285463 -0.034 -0.606 0.271
H -0.981493 2.286326 0.756121 0.114 0.545 -0.050
H 2.491028 -1.883723 0.580193 0.053 -0.181 0.087
H -0.746222 -1.464109 -0.767306 -0.069 0.120 0.375
```
Positions in Å, forces in eV/Å.

total charge = +1
energy = -420.9196 Eh
orbital gap = 5.85 eV
relative energy (zero: lowest compared OMol25 entry of this formula, charge and spin) = 171.9 kcal per mole
HOMO energy = -14.04 eV


(4)
Computed, not measured: 10 unconnected molecules or ions with the total composition C30H70N10O10 in a non-equilibrium geometry, with ωB97M-V with the def2-TZVPD basis set.

```
120
Properties=species:S:1:pos:R:3:forces:R:3
O -0.214525 -0.233438 1.709646 0.787 0.225 -0.512
O -2.807235 -0.517268 -6.066154 0.164 -1.259 -0.906
O -3.709365 2.439062 6.972736 -0.540 0.309 -0.135
O 1.808445 3.432252 -2.161164 -0.507 0.196 -0.912
O 6.490945 0.792902 -6.940304 -0.435 -0.802 0.214
O 3.157915 -3.198268 6.422286 0.575 0.917 -0.021
O -6.594645 1.680122 -0.245814 0.199 0.402 1.081
O 5.218645 -6.856278 -5.023494 -2.123 -0.474 0.017
O 2.477445 4.045112 7.414266 -0.394 1.507 0.084
O -5.584055 -3.102558 5.241046 -0.441 2.032 1.521
N 0.370065 -0.104128 -0.501964 0.092 1.350 -0.637
N -7.650095 1.809372 -2.127184 -6.527 1.265 -4.665
N -3.039345 -2.282878 -7.506684 -2.862 0.290 -3.541
N 3.086565 -1.343228 5.111576 1.740 3.652 -1.879
N 2.896165 3.239072 -4.127944 0.474 0.271 -1.285
N -5.687155 -1.263868 6.717596 -0.934 -1.873 0.884
N 1.926805 5.642302 5.939266 -0.137 2.739 0.912
N 5.747605 -1.368268 -6.709914 0.483 1.059 -0.145
N 3.430055 -8.254558 -5.031974 -0.262 -0.777 0.842
N -1.985845 3.425592 5.927166 0.632 1.206 -1.165
C -6.618945 1.643432 -1.462674 5.271 -1.553 3.310
C 6.163185 -1.470948 -5.298354 -0.717 -0.238 -0.544
C 2.193135 5.236192 7.223036 0.619 -1.724 0.494
C -3.928225 -1.587708 -8.539414 1.705 -0.319 0.312
C 6.001045 -0.222058 -7.438074 1.463 0.436 1.710
C 2.140175 6.258972 8.422416 -0.445 -0.362 -1.071
C -8.956205 2.182322 -1.651104 -0.147 0.703 0.261
C -2.508975 2.627002 6.877906 -1.069 -1.255 0.228
C 5.799435 -0.254488 -8.887484 0.023 -0.065 -1.438
C 4.194225 -9.459598 -5.371654 -0.656 0.085 -1.035
C -5.486435 -1.885278 5.526436 0.873 -2.125 0.449
C 4.049825 2.983722 -1.936804 0.243 -0.634 -1.366
C -5.456015 1.224212 -2.307524 -0.242 -0.747 -0.729
C 2.850015 3.263492 -2.793454 -1.050 0.503 1.777
C -2.718215 4.289092 4.957556 0.699 -0.017 1.603
C 1.387035 -1.139778 -0.520424 -1.074 -0.270 0.329
C -0.967865 1.708472 0.511506 -0.023 -1.297 -0.322
C 2.573345 -2.290908 5.841616 -2.718 -3.076 1.070
C -6.170825 -2.006548 7.976266 0.624 1.769 -1.446
C -5.014555 -0.996808 4.463416 -0.418 0.931 -2.705
C 3.986765 -7.048438 -4.859884 3.868 -0.362 0.165
C 2.211485 4.925082 4.732246 -0.445 -1.501 0.819
C 3.151025 -5.932878 -4.429964 -1.839 0.576 0.451
C -0.176735 0.381402 0.651006 -0.826 0.253 0.308
C -1.557835 1.878652 7.772606 1.919 1.270 0.493
C -1.393305 -2.420458 -5.917904 0.599 0.258 0.671
C -2.498825 -1.640618 -6.491914 -0.204 1.769 1.276
C 1.049015 -2.423098 5.647316 -0.088 0.329 0.399
C 1.793235 3.362452 -5.031894 -1.411 -0.489 -1.016
C 4.480835 -0.956588 5.185956 1.054 -1.262 1.591
H 2.138875 3.766692 -5.983324 0.149 0.231 0.130
H 4.677815 -0.450428 6.130996 -0.096 0.409 0.056
H 0.501315 -2.839328 6.492826 0.647 -0.543 0.058
H -5.898965 0.964022 -3.268874 0.543 0.410 -0.492
H -5.613175 -1.398568 3.645886 0.171 0.142 -0.507
H -7.245835 -1.910138 8.128466 -0.097 -0.118 -0.518
H 0.484565 -1.504658 5.486176 0.409 0.263 -0.603
H 2.275365 7.290102 8.095946 0.277 -0.039 -0.049
H -1.416855 -2.177878 -4.855494 0.473 -0.545 0.027
H 6.483695 0.442392 -9.371484 -0.240 0.417 0.394
H -5.748775 -1.446658 8.810836 0.386 -0.538 0.091
H 1.836455 -1.329608 -1.495144 -0.152 0.592 -0.066
H 1.171895 6.253732 8.922926 -0.238 -0.311 -0.293
H 1.730245 3.965272 4.920066 0.263 -0.386 -0.638
H -1.621875 2.086292 8.840726 -1.148 0.000 0.026
H 3.682875 2.948092 -4.690534 0.578 0.075 1.026
H 2.143635 -0.855998 0.211096 0.085 -0.660 0.046
H -7.645825 1.761592 -3.136044 0.501 -0.103 0.341
H -0.562065 2.559822 1.057946 0.148 -0.315 0.039
H 4.776155 0.075702 -9.066244 -0.049 -0.330 -0.543
H -1.465655 -3.474348 -6.186584 0.175 -0.002 0.493
H -8.941125 3.180032 -1.212394 0.085 0.055 0.129
H -1.448375 0.798552 7.675176 -0.314 0.213 -0.518
H 3.780885 -10.381268 -4.962054 -0.305 0.346 0.422
H 6.780175 -2.356458 -5.145664 -0.097 -0.050 -0.070
H -0.606645 2.392062 7.632126 0.686 -0.644 -0.411
H 5.015685 -1.894358 5.336356 0.300 0.002 -0.377
H -3.313475 3.704372 4.256236 0.084 0.349 0.010
H 2.453365 -8.369078 -4.801594 0.239 0.034 -0.041
H -1.923935 1.394582 0.930456 -0.169 0.548 0.060
H 2.511405 -0.565338 4.821466 -0.494 -0.517 0.059
H -5.889015 -3.056268 7.893996 0.156 0.267 0.149
H 0.262385 0.503022 -1.301874 0.287 -0.051 0.142
H 4.966645 -0.374398 4.402926 -0.854 -0.201 -0.409
H 1.884025 6.638812 5.780416 -0.097 0.012 0.438
H -3.263615 5.060962 5.500556 -0.790 -0.477 0.036
H 1.398455 2.379982 -5.290754 -0.009 -0.329 0.046
H -3.990095 -1.078628 4.100266 0.129 -0.439 0.592
H -1.929915 4.918052 4.543916 -0.041 -0.478 -0.837
H 0.995585 -3.081318 4.780146 -0.509 0.038 0.029
H 3.282645 4.757052 4.620536 -0.016 0.065 -0.375
H 5.068895 -2.009848 -7.094394 0.379 -0.124 0.149
H 4.784105 3.782062 -1.829184 -0.368 0.160 0.130
H -9.356585 1.513912 -0.888854 0.010 -0.189 -0.289
H -0.511075 -1.991038 -6.392644 0.328 -0.149 0.279
H -9.554135 2.254572 -2.559594 -0.462 -0.253 0.391
H -4.689365 1.992762 -2.405894 0.111 -0.397 0.155
H 6.099985 -1.188548 -9.362164 -0.789 -0.377 0.193
H 2.159215 -6.219208 -4.080044 -0.250 -0.355 -0.321
H -5.143305 0.232092 -1.981954 0.689 0.409 0.510
H 1.723105 5.398642 3.880586 0.306 0.073 0.109
H 4.024185 -9.535608 -6.445614 0.788 -0.448 -0.211
H 6.742765 -0.598258 -4.997374 -0.274 0.022 -0.283
H -5.313655 -0.325458 6.717936 -0.336 -0.024 0.646
H -3.677555 -0.528218 -8.486994 -0.694 0.043 0.572
H 2.843495 5.989982 9.210516 0.241 -0.105 -0.471
H 0.801345 -2.031218 -0.295934 0.842 -0.466 0.574
H 5.253725 -9.436328 -5.116704 -0.244 0.556 -0.070
H -1.114355 1.970032 -0.536464 0.050 0.177 0.057
H -5.258115 0.065142 4.431176 -0.054 0.074 0.844
H 3.004455 -5.328078 -5.324854 0.135 0.583 0.369
H 0.890625 3.908542 -4.757694 0.581 0.351 0.734
H 4.542985 2.193412 -2.502754 0.517 -0.445 0.629
H -2.719925 -3.211248 -7.743734 -0.031 0.355 0.116
H 5.251025 -1.555258 -4.707644 0.219 0.049 0.396
H -4.989275 -1.837218 -8.535414 0.140 0.193 0.653
H -0.993255 3.568422 5.806866 -0.106 -0.576 0.667
H 3.528945 -5.419468 -3.545834 0.641 0.258 -0.588
H 3.562035 2.648112 -1.021644 0.801 0.020 0.109
H -3.578425 -1.808548 -9.547854 0.204 -0.628 0.057
```
Positions in Å, forces in eV/Å.

energy = -2485.0239 Eh
orbital gap = 8.74 eV
relative energy (zero: lowest compared OMol25 entry of this formula, charge and spin) = 155.8 kcal per mole
SMILES string = CNC(C)=O.CNC(C)=O.CNC(C)=O.CNC(C)=O.CNC(C)=O.CNC(C)=O.CNC(C)=O.CNC(C)=O.CNC(C)=O.CNC(C)=O
HOMO energy = -8.92 eV